Run A
ORCA calculation (wB97M-V/def2-TZVPD) on 2 unconnected molecules or ions with the total composition CH3F2PS.

```
! RIJCOSX wB97M-V def2-TZVPD def2/J DEFGRID3
* xyz 0 3
S 0.088 0.170 2.495
P 1.011 -0.051 -2.498
F -1.384 -0.676 0.419
F 0.671 -1.382 0.531
C -0.123 -0.316 0.845
H 1.043 1.339 -2.036
H -0.915 0.990 2.497
H -0.391 -0.073 -2.252
*
```

Calculated values
Frontier orbital gap (spin up / spin down)   9.25 / 9.22 eV


Run B
ORCA calculation (wB97M-V/def2-TZVPD) on a single CH3F2PS molecule.

```
! RIJCOSX wB97M-V def2-TZVPD def2/J DEFGRID3
* xyz 0 3
S 0.581 1.812 -1.598
P 0.950 -0.432 0.320
F 1.558 1.886 0.839
F 1.270 -1.045 -1.077
C 1.460 1.100 -0.242
H -0.405 -1.064 0.595
H 1.031 0.779 -2.306
H 1.926 -1.219 0.862
*
```

Calculated values
Frontier orbital gap (spin up / spin down)   6.85 / 9.33 eV


Least stable: run B


Run A
ORCA calculation (wB97M-V/def2-TZVPD) on a single C5H9BO molecule.

```
! RIJCOSX wB97M-V def2-TZVPD def2/J DEFGRID3
* xyz 0 1
O 2.755 -0.631 -0.179
C 3.481 0.479 0.122
C 0.045 -0.506 -0.583
C -2.221 0.685 0.414
C -2.911 -0.532 -0.111
C -1.280 -0.494 0.202
B 1.464 -0.527 -0.296
H 3.413 1.163 -0.718
H -3.424 -1.251 0.518
H -0.306 -0.001 -1.543
H -2.295 0.954 1.444
H -1.242 -1.275 0.972
H 3.371 0.781 1.153
H -3.079 -0.561 -1.236
H -2.231 1.548 -0.261
H 4.461 0.169 0.104
*
```

Calculated values
Frontier orbital gap   7.89 eV


Run B
ORCA calculation (wB97M-V/def2-TZVPD) on 2 unconnected molecules or ions with the total composition C5H9BO.

```
! RIJCOSX wB97M-V def2-TZVPD def2/J DEFGRID3
* xyz 0 1
O 2.597 -0.351 0.012
C -0.877 -2.164 0.549
C 3.017 -1.189 0.722
C -0.884 1.472 -0.953
C -1.279 2.718 -0.199
C -0.918 -1.424 -0.559
B -0.786 0.101 -0.616
H -1.047 -3.168 0.731
H 4.042 -1.434 1.060
H 2.348 -1.891 1.141
H -0.901 -1.811 -1.614
H -1.712 2.354 0.772
H -0.795 -1.663 1.536
H -1.979 3.406 -0.637
H -0.433 1.731 -1.936
H -0.391 3.316 -0.008
*
```

Calculated values
Frontier orbital gap   8.15 eV


Least stable: run B


Run A
ORCA calculation (wB97M-V/def2-TZVPD) on a single C5H9BO molecule.

```
! RIJCOSX wB97M-V def2-TZVPD def2/J DEFGRID3
* xyz 0 1
O 1.053 1.629 0.054
C -0.116 -0.821 -0.696
C -1.237 -1.590 0.083
C -1.686 -0.826 1.288
C -1.057 0.333 1.509
C 2.256 1.717 -0.732
B 0.290 0.521 0.081
H -2.545 -1.227 1.819
H 2.134 0.865 -1.517
H 0.809 -1.411 -0.783
H -1.051 -2.650 0.268
H 2.112 2.530 -1.318
H 3.055 1.936 0.031
H -2.109 -1.475 -0.484
H -1.461 1.171 2.112
H -0.445 -0.702 -1.715
*
```

Calculated values
Frontier orbital gap   9.49 eV


Run B
ORCA calculation (wB97M-V/def2-TZVPD) on 2 unconnected molecules or ions with the total composition C5H9BO.

```
! RIJCOSX wB97M-V def2-TZVPD def2/J DEFGRID3
* xyz 0 1
O -1.760 0.349 0.258
C 1.587 0.465 0.520
C -2.960 -0.101 0.788
C 1.833 -0.884 -1.474
C 1.846 -0.868 -0.099
C 1.291 1.426 -0.697
B 1.449 0.576 -1.801
H -3.729 -0.261 -0.044
H 0.538 0.408 0.956
H 2.234 -1.744 0.493
H -2.920 -1.182 1.060
H 1.055 2.488 -0.581
H 1.925 -1.790 -1.991
H -1.405 -0.293 -0.401
H 2.279 0.832 1.356
H -3.262 0.577 1.657
*
```

Calculated values
Frontier orbital gap   7.17 eV


Least stable: run B


Run A
ORCA calculation (wB97M-V/def2-TZVPD) on 2 unconnected molecules or ions with the total composition C3H4BrF.

```
! RIJCOSX wB97M-V def2-TZVPD def2/J DEFGRID3
* xyz 0 1
Br 2.414 -0.463 0.635
F -1.608 1.274 0.711
C 0.828 0.739 0.249
C -0.878 -1.072 -0.668
C -0.267 -0.041 -0.267
H 1.202 1.461 -0.335
H -1.877 -1.281 -0.297
H 0.474 1.246 1.120
H -0.289 -1.862 -1.149
*
```

Calculated values
Frontier orbital gap   9.70 eV


Run B
ORCA calculation (wB97M-V/def2-TZVPD) on a single C3H4BrF molecule.

```
! RIJCOSX wB97M-V def2-TZVPD def2/J DEFGRID3
* xyz 0 1
Br 1.777 1.484 0.841
F 0.046 -0.527 1.876
C 0.237 -0.608 -0.600
C 0.384 0.143 0.729
C -0.808 0.409 -0.129
H 0.981 -0.592 -1.320
H 0.082 -1.638 -0.613
H -0.873 1.287 -0.790
H -1.825 0.041 0.006
*
```

Calculated values
Frontier orbital gap   10.96 eV


Least stable: run A


Run A
ORCA calculation (wB97M-V/def2-TZVPD) on a gas-phase ion, C3H10NP2 (charge +1).

```
! RIJCOSX wB97M-V def2-TZVPD def2/J DEFGRID3
* xyz 1 1
P 0.044 0.506 0.048
P -1.893 0.968 0.910
N 2.679 1.251 0.087
C -1.985 -1.277 -1.218
C -1.359 -0.643 0.040
C 1.849 0.357 0.733
H -1.603 0.577 2.251
H 2.970 2.139 0.453
H 3.082 1.115 -0.830
H -0.034 1.182 -1.191
H -1.320 -1.524 0.855
H -2.495 -0.631 -2.073
H -2.652 -1.992 -0.888
H 2.097 -0.685 0.747
H 1.809 0.529 1.942
H -1.189 -1.872 -1.867
*
```

Calculated values
Frontier orbital gap   9.79 eV


Run B
ORCA calculation (wB97M-V/def2-TZVPD) on a gas-phase ion, C3H10NP2 (charge +1).

```
! RIJCOSX wB97M-V def2-TZVPD def2/J DEFGRID3
* xyz 1 1
P 1.130 1.548 0.205
P 2.283 -0.294 -0.188
N -0.589 -0.606 0.991
C -1.479 0.930 -0.859
C 1.051 -1.537 -0.164
C -0.663 0.734 0.451
H -1.431 -1.103 1.240
H -2.488 1.099 -0.776
H -1.104 1.720 -1.403
H 3.037 -0.748 0.889
H -0.992 1.545 1.092
H 0.017 -0.740 1.768
H 0.406 -1.693 -0.920
H 1.224 -2.349 0.376
H 1.017 1.601 -1.247
H -1.419 -0.107 -1.453
*
```

Calculated values
Frontier orbital gap   8.57 eV


Least stable: run B


Run A
ORCA calculation (wB97M-V/def2-TZVPD) on 2 unconnected molecules or ions with the total composition C9H16N2O2.

```
! RIJCOSX wB97M-V def2-TZVPD def2/J DEFGRID3
* xyz 0 1
O -1.809 -5.600 3.608
O 0.003 -4.369 -0.444
N -1.144 -3.471 3.174
N -1.250 -4.980 1.448
C -1.520 -4.734 2.821
C 1.797 2.945 -0.579
C 0.722 1.058 -1.755
C 0.493 3.435 -2.619
C -0.798 3.030 -0.508
C -0.037 -2.892 1.120
C -0.695 -2.522 2.225
C 0.539 2.620 -1.396
C -0.385 -4.116 0.642
H 1.642 3.704 -2.959
H 0.063 0.491 -0.801
H 0.442 -2.079 0.498
H 1.983 0.801 -1.671
H 1.983 4.093 -0.414
H -0.110 3.141 -3.725
H -0.536 2.728 0.522
H -1.719 2.519 -0.931
H -1.382 -3.187 4.010
H 0.163 0.919 -2.884
H 0.001 4.390 -1.927
H -0.968 4.183 -0.688
H -1.364 -5.845 1.086
H 1.872 2.758 0.366
H 2.622 2.577 -1.157
H -0.608 -1.596 2.937
*
```

Calculated values
Frontier orbital gap   9.89 eV


Run B
ORCA calculation (wB97M-V/def2-TZVPD) on 2 unconnected molecules or ions with the total composition C9H16N2O2.

```
! RIJCOSX wB97M-V def2-TZVPD def2/J DEFGRID3
* xyz 0 1
O -3.176 -0.911 -5.307
O -0.682 -1.147 -1.506
N -2.870 -0.438 -1.331
N -1.941 -1.034 -3.364
C -4.280 -0.493 -3.202
C -4.113 -0.354 -1.882
C 0.995 1.055 -0.261
C 2.617 0.596 3.182
C 3.098 -0.709 3.818
C -1.757 -0.906 -2.027
C 1.679 1.475 1.026
C 2.113 0.295 1.774
C -3.147 -0.830 -4.073
H 1.290 -0.414 1.807
H 3.596 1.183 2.973
H 2.586 2.190 1.064
H 0.513 -0.173 -0.308
H -4.922 -0.163 -1.222
H -2.635 -0.341 -0.335
H 2.226 -1.359 3.785
H 3.738 -1.102 3.131
H -5.252 -0.445 -3.677
H 1.963 1.385 3.796
H 3.001 -0.293 1.267
H 1.820 1.031 -1.196
H 0.974 2.041 1.676
H -1.140 -1.431 -3.846
H 3.502 -0.603 4.903
H 0.205 1.896 -0.665
*
```

Calculated values
Frontier orbital gap   10.12 eV


Run C
ORCA calculation (wB97M-V/def2-TZVPD) on a molecular structure, C9H16N2O2.

```
! RIJCOSX wB97M-V def2-TZVPD def2/J DEFGRID3
* xyz 0 1
O 1.899 1.320 1.283
O 1.447 -3.126 -0.191
N 1.546 -0.864 0.732
N 1.620 0.803 -0.987
C 1.721 0.434 0.469
C 2.038 -0.069 -2.008
C -1.234 1.589 0.097
C 1.685 -1.950 -0.364
C -1.199 -1.824 1.725
C -1.433 2.298 -1.229
C -1.168 -0.360 1.626
C 1.782 -1.355 -1.817
C -1.337 0.091 0.107
H -0.246 2.017 0.571
H 2.507 1.714 -1.217
H 2.617 0.194 -3.046
H -0.548 1.932 -1.850
H -1.283 3.325 -1.242
H 1.346 -1.250 1.652
H 1.852 -2.015 -2.627
H -2.501 -0.163 0.148
H -2.126 -2.287 1.315
H -1.835 -0.002 2.408
H -1.534 -1.860 2.922
H -0.659 -0.439 -0.629
H -2.329 2.130 -1.673
H -0.178 0.176 1.955
H -2.097 1.945 0.683
H -0.349 -2.404 1.187
*
```

Calculated values
Frontier orbital gap   9.76 eV


Run D
ORCA calculation (wB97M-V/def2-TZVPD) on 2 unconnected molecules or ions with the total composition C9H16N2O2.

```
! RIJCOSX wB97M-V def2-TZVPD def2/J DEFGRID3
* xyz 0 1
O -2.892 1.572 -0.745
O -0.327 -0.818 2.340
N -0.371 -1.619 0.260
N -1.615 0.201 0.742
C 2.620 -0.661 0.069
C 1.816 0.536 -0.440
C 2.762 -1.694 -1.093
C -0.772 -0.774 1.289
C -2.458 0.420 -0.388
C 1.812 1.919 0.372
C 1.049 2.997 -0.270
C -1.187 -1.784 -0.818
C -2.080 -0.851 -1.214
H -1.694 0.939 1.581
H -2.910 -0.814 -2.137
H 2.852 -2.838 -0.775
H 1.448 1.648 1.437
H 1.729 -1.589 -1.724
H 1.841 -1.375 0.781
H 3.522 -0.237 0.719
H -0.763 -2.593 -1.332
H 0.041 2.834 -0.919
H 2.775 2.446 0.495
H 0.799 0.073 -0.497
H 0.826 3.581 0.646
H 3.746 -1.277 -1.578
H 2.050 0.863 -1.426
H 0.185 -2.258 0.714
H 1.834 3.833 -0.797
*
```

Calculated values
Frontier orbital gap   9.94 eV


Least stable: run A